Entry 1:
A structure of composition C42H36HfNP3Se2 at a distorted geometry. Source: the OMol25 dataset; level of theory: the ωB97M-V functional and the def2-TZVPD basis.

LUMO energy (eV): -6.4003
Energy above the lowest of the compared OMol25 structures with the same formula, charge and spin (kcal/mol): 9.27
Maximum force (hartree/bohr): 0.0407
HOMO-LUMO gap (eV): 6.71

```
! wB97M-V def2-TZVPD RIJCOSX def2/J DEFGRID3
* xyz 2 1
Hf -0.29 -0.34 -0.78
C -2.17 -0.82 -3.61
P -2.71 -0.68 -1.85
C -2.97 -2.42 -1.41
C -1.85 -3.15 -0.98
C -1.93 -4.51 -0.74
C -3.15 -5.15 -0.91
C -4.27 -4.44 -1.31
C -4.19 -3.08 -1.56
C -4.27 0.21 -1.76
C -4.50 1.02 -0.65
C -5.68 1.72 -0.53
C -6.64 1.63 -1.53
C -6.41 0.84 -2.65
C -5.23 0.13 -2.77
C -0.75 -1.28 -3.61
C -0.12 -2.21 -4.39
C 1.26 -2.21 -4.02
C 1.41 -1.29 -3.02
C 2.66 -0.76 -2.40
P 2.43 -0.39 -0.59
C 3.04 -1.92 0.17
C 4.36 -2.35 0.03
C 4.74 -3.59 0.52
C 3.80 -4.42 1.12
C 2.48 -4.01 1.25
C 2.11 -2.76 0.78
C 3.66 0.92 -0.33
C 3.57 2.07 -1.12
C 4.53 3.06 -1.01
C 5.59 2.91 -0.13
C 5.67 1.78 0.67
C 4.70 0.79 0.58
N 0.17 -0.70 -2.74
H -2.26 0.17 -4.07
H -2.80 -1.52 -4.16
H -0.89 -2.64 -0.85
H -1.06 -5.06 -0.42
H -3.22 -6.21 -0.72
H -5.22 -4.95 -1.44
H -5.07 -2.53 -1.87
H -3.74 1.09 0.13
H -5.86 2.34 0.34
H -7.57 2.18 -1.44
H -7.16 0.78 -3.43
H -5.05 -0.48 -3.65
H -0.57 -2.81 -5.16
H 2.04 -2.81 -4.45
H 2.96 0.17 -2.90
H 3.47 -1.47 -2.51
H 5.08 -1.72 -0.47
H 5.77 -3.91 0.42
H 4.10 -5.40 1.48
H 1.76 -4.66 1.72
H 1.08 -2.42 0.92
H 2.75 2.20 -1.82
H 4.46 3.95 -1.62
H 6.36 3.67 -0.07
H 6.50 1.66 1.36
H 4.76 -0.07 1.23
Se -0.23 2.28 -0.58
P -0.45 1.62 1.54
Se -1.36 -0.40 1.64
C 1.16 1.57 2.38
C 1.90 2.75 2.45
C 2.98 2.83 3.31
C 3.36 1.73 4.06
C 2.66 0.54 3.96
C 1.55 0.46 3.13
C -1.44 2.86 2.40
C -2.37 2.49 3.36
C -3.04 3.49 4.06
C -2.79 4.82 3.79
C -1.86 5.18 2.81
C -1.19 4.20 2.10
H 1.59 3.62 1.88
H 3.53 3.76 3.38
H 4.20 1.80 4.74
H 2.95 -0.32 4.54
H 0.96 -0.45 3.12
H -2.56 1.45 3.57
H -3.77 3.22 4.81
H -3.31 5.59 4.33
H -1.67 6.22 2.60
H -0.50 4.48 1.32
*
```

Entry 2:
An isolated molecule of C2H7N3S at a distorted geometry. Source: the OMol25 dataset; level of theory: the ωB97M-V functional and the def2-TZVPD basis.

LUMO energy (eV): 0.4733
SMILES string: CNC(=S)NN
Energy above the lowest of the compared OMol25 structures with the same formula, charge and spin (kcal/mol): 86.20
Maximum force (hartree/bohr): 0.1400
HOMO-LUMO gap (eV): 8.42

```
! wB97M-V def2-TZVPD RIJCOSX def2/J DEFGRID3
* xyz 0 1
C 0.59 1.36 0.22
N -0.68 1.05 -0.42
C -1.21 -0.13 -0.05
S -2.78 -0.23 -0.04
N -0.18 -1.04 0.32
N 0.90 -1.21 -0.49
H 0.91 0.58 0.99
H 1.43 1.00 -0.41
H 0.76 2.34 0.48
H -1.30 1.82 -0.94
H -0.65 -1.83 0.97
H 1.67 -1.39 0.34
H 0.55 -2.32 -0.97
*
```

Entry 3:
A cluster of 4 separate species, C2H12NO3 in total at a distorted geometry. Source: the OMol25 dataset; level of theory: the ωB97M-V functional and the def2-TZVPD basis.

LUMO energy (eV): -3.2954
Energy above the lowest of the compared OMol25 structures with the same formula, charge and spin (kcal/mol): 59.98
Maximum force (hartree/bohr): 0.1014
HOMO-LUMO gap (eV): 10.59

```
! wB97M-V def2-TZVPD RIJCOSX def2/J DEFGRID3
* xyz 1 1
C 0.56 -0.34 -0.92
C 0.44 -1.49 -0.34
N 0.13 1.03 -0.42
H 1.12 -0.09 -1.77
H 0.76 -2.34 -1.04
H 0.05 -1.86 0.63
H 0.82 1.74 -0.63
H -0.79 1.21 -0.93
H 0.04 1.13 0.64
H 2.45 3.48 -1.30
H 2.68 2.28 -0.26
O 2.05 2.76 -0.69
H 1.77 0.18 2.23
H 0.47 -0.16 3.22
O 0.92 0.62 2.58
H -4.84 -2.21 -0.77
H -4.38 -2.96 0.40
O -4.24 -2.99 -0.62
*
```

no.,E (Ha)
1,-7551.41589
2,-642.71529
3,-363.55528